1.
{
  "formula": "C27H60N2O6S",
  "method": "ωB97M-V with the def2-TZVPD basis set",
  "smiles": "C[C@H](O)C[C@@H](C#N)[C@@H](S)C#N.CCOCC.CCOCC.CCOCC.CCOCC.CCOCC",
  "elements": ["C", "C", "O", "C", "C", "C", "N", "C", "S", "C", "N", "H", "H", "H", "H", "H", "H", "H", "H", "H", "H", "C", "C", "O", "C", "C", "H", "H", "H", "H", "H", "H", "H", "H", "H", "H", "C", "C", "O", "C", "C", "H", "H", "H", "H", "H", "H", "H", "H", "H", "H", "C", "C", "O", "C", "C", "H", "H", "H", "H", "H", "H", "H", "H", "H", "H", "C", "C", "O", "C", "C", "H", "H", "H", "H", "H", "H", "H", "H", "H", "H", "C", "C", "O", "C", "C", "H", "H", "H", "H", "H", "H", "H", "H", "H", "H"],
  "coordinates": [[2.81, 0.83, 3.03], [3.87, -0.07, 2.16], [5.04, -0.50, 2.93], [4.27, 0.63, 0.69], [5.56, -0.10, -0.01], [5.54, -0.01, -1.66], [5.13, 0.05, -2.91], [7.03, 0.37, 0.54], [7.04, 1.84, 1.70], [7.83, -0.88, 1.31], [8.65, -1.72, 1.87], [1.70, 0.42, 2.87], [2.78, 1.95, 2.70], [3.03, 0.68, 4.20], [3.29, -1.07, 1.86], [5.00, -1.52, 3.00], [4.32, 1.80, 0.74], [3.34, 0.38, -0.01], [5.47, -1.26, 0.24], [7.67, 0.67, -0.42], [6.81, 1.46, 3.04], [2.98, 2.33, -3.51], [1.99, 2.20, -2.36], [1.58, 3.46, -1.82], [0.92, 4.35, -2.72], [-0.36, 3.79, -3.30], [3.86, 2.90, -3.19], [3.30, 1.34, -3.84], [2.54, 2.84, -4.37], [2.46, 1.65, -1.55], [1.11, 1.61, -2.66], [1.61, 4.67, -3.51], [0.68, 5.25, -2.14], [-0.18, 2.91, -3.92], [-0.85, 4.54, -3.93], [-1.05, 3.50, -2.51], [-0.94, -2.15, 5.87], [-0.31, -1.85, 4.52], [1.07, -1.49, 4.61], [1.95, -2.46, 5.16], [1.98, -3.77, 4.39], [-0.83, -1.30, 6.55], [-2.01, -2.37, 5.75], [-0.48, -3.02, 6.35], [-0.82, -0.99, 4.07], [-0.43, -2.69, 3.82], [1.70, -2.64, 6.22], [2.95, -2.02, 5.15], [1.01, -4.27, 4.39], [2.71, -4.45, 4.82], [2.25, -3.58, 3.34], [0.81, -0.11, -8.08], [0.41, 0.14, -6.64], [-0.65, 1.09, -6.51], [-1.89, 0.76, -7.14], [-2.51, -0.52, -6.62], [1.10, 0.82, -8.57], [1.66, -0.80, -8.12], [0.00, -0.55, -8.67], [1.26, 0.55, -6.10], [0.14, -0.79, -6.13], [-1.76, 0.73, -8.22], [-2.57, 1.59, -6.93], [-1.88, -1.39, -6.82], [-3.48, -0.69, -7.09], [-2.65, -0.47, -5.53], [-3.24, -3.96, 2.29], [-4.23, -4.09, 3.44], [-4.64, -2.83, 3.98], [-5.30, -1.94, 3.08], [-6.58, -2.50, 2.50], [-2.36, -3.40, 2.61], [-2.92, -4.96, 1.96], [-3.68, -3.45, 1.43], [-3.76, -4.64, 4.26], [-5.11, -4.68, 3.14], [-4.61, -1.62, 2.29], [-5.54, -1.04, 3.66], [-6.40, -3.39, 1.88], [-7.07, -1.75, 1.87], [-7.27, -2.79, 3.29], [-1.73, 1.60, 0.50], [-2.85, 1.78, -0.51], [-4.13, 1.39, -0.01], [-4.60, 2.09, 1.13], [-4.76, 3.58, 0.91], [-1.68, 0.56, 0.84], [-0.76, 1.86, 0.04], [-1.86, 2.23, 1.38], [-2.65, 1.14, -1.38], [-2.89, 2.81, -0.88], [-3.96, 1.89, 2.00], [-5.59, 1.66, 1.38], [-3.81, 4.07, 0.70], [-5.19, 4.06, 1.80], [-5.42, 3.77, 0.06]],
  "mulliken_charge": [-0.812, 0.277, -0.528, -0.849, 0.338, -0.108, -0.532, 0.012, -0.229, 0.071, -0.498, 0.034, 0.320, 0.235, 0.181, 0.325, 0.488, 0.149, 0.349, 0.457, 0.190, -1.299, 0.930, -0.421, -0.398, -0.402, 0.296, 0.378, 0.346, -0.568, 0.207, 0.306, 0.374, 0.024, 0.439, -0.060, -1.082, -0.186, -0.291, -0.301, -1.127, 0.321, 0.348, 0.278, 0.262, 0.148, 0.336, 0.332, 0.278, 0.412, 0.255, -1.130, -0.108, -0.389, -0.338, -1.005, 0.302, 0.391, 0.280, 0.125, 0.319, 0.310, 0.332, 0.260, 0.397, 0.245, -0.830, -0.372, -0.451, -0.084, -1.107, 0.093, 0.390, 0.291, 0.343, 0.326, 0.175, 0.300, 0.275, 0.395, 0.287, -0.825, -0.290, -0.441, -0.209, -1.196, 0.252, 0.296, 0.287, 0.293, 0.224, 0.265, 0.352, 0.269, 0.400, 0.299]
}



2.
{
  "formula": "C27H61BeCl5N4O23",
  "method": "ωB97M-V with the def2-TZVPD basis set",
  "charge": -2,
  "elements": ["Be", "N", "H", "H", "H", "H", "Cl", "O", "O", "O", "O", "Cl", "O", "O", "O", "O", "Cl", "O", "O", "O", "O", "Cl", "O", "O", "O", "O", "Cl", "O", "O", "O", "O", "C", "C", "C", "C", "C", "C", "N", "O", "C", "C", "C", "H", "H", "H", "H", "H", "H", "H", "H", "H", "H", "H", "H", "H", "H", "H", "H", "H", "H", "H", "C", "C", "C", "C", "C", "C", "N", "O", "C", "C", "C", "H", "H", "H", "H", "H", "H", "H", "H", "H", "H", "H", "H", "H", "H", "H", "H", "H", "H", "H", "C", "C", "C", "C", "C", "C", "N", "O", "C", "C", "C", "H", "H", "H", "H", "H", "H", "H", "H", "H", "H", "H", "H", "H", "H", "H", "H", "H", "H", "H"],
  "coordinates": [[-1.00, 0.52, -2.73], [-4.81, 4.34, -1.27], [-5.15, 5.11, -0.71], [-5.33, 3.51, -1.02], [-3.82, 4.17, -1.19], [-4.95, 4.60, -2.24], [-1.33, 3.04, 0.45], [-1.50, 2.19, -0.66], [-2.49, 3.21, 1.28], [-0.08, 2.68, 1.15], [-1.01, 4.33, -0.15], [-4.88, -0.24, -1.84], [-3.48, -0.39, -2.21], [-4.98, 1.05, -1.14], [-5.73, -0.08, -2.99], [-5.43, -1.26, -1.00], [-2.49, 2.39, -5.17], [-2.37, 3.67, -5.82], [-1.22, 1.82, -5.19], [-2.93, 2.49, -3.79], [-3.25, 1.49, -6.03], [-0.65, -2.99, -1.73], [-1.24, -2.62, -2.94], [0.69, -3.55, -1.77], [-0.68, -1.71, -1.11], [-1.57, -3.81, -1.04], [-4.60, -2.72, -5.86], [-4.36, -3.30, -4.59], [-4.59, -3.71, -6.92], [-5.97, -2.21, -5.81], [-3.64, -1.65, -6.12], [-2.85, -0.11, 1.78], [-2.43, -1.17, 2.84], [-1.45, -0.38, 3.79], [-1.07, -1.17, 4.99], [-2.45, -1.55, 5.66], [-3.38, -2.33, 4.83], [-3.62, -1.61, 3.58], [-4.58, -2.17, 2.71], [-2.77, -3.75, 4.75], [-4.71, -2.34, 5.61], [-1.65, -2.40, 2.20], [-1.91, 0.32, 1.44], [-3.46, 0.62, 2.31], [-3.41, -0.63, 1.00], [-0.51, -0.18, 3.27], [-1.82, 0.63, 3.99], [-0.47, -0.48, 5.59], [-0.44, -2.03, 4.76], [-3.00, -0.61, 5.77], [-2.17, -2.02, 6.61], [-1.70, -3.73, 4.59], [-2.67, -4.20, 5.74], [-3.32, -4.37, 4.04], [-5.39, -2.88, 4.95], [-4.71, -2.76, 6.62], [-5.08, -1.33, 5.79], [-0.88, -1.98, 1.55], [-2.28, -3.00, 1.54], [-1.03, -2.98, 2.88], [-3.89, -2.78, 2.43], [1.06, -1.20, -5.24], [2.12, -0.05, -4.94], [2.03, 0.84, -6.26], [2.60, 2.17, -6.22], [2.04, 2.98, -4.99], [2.21, 2.10, -3.59], [1.58, 0.77, -3.75], [1.58, 0.08, -2.59], [3.78, 2.15, -3.26], [1.40, 2.74, -2.42], [3.53, -0.72, -4.79], [0.03, -0.86, -5.15], [1.08, -2.08, -4.60], [1.31, -1.58, -6.24], [2.56, 0.37, -7.09], [1.00, 0.84, -6.60], [2.33, 2.80, -7.06], [3.69, 2.10, -6.25], [0.97, 3.13, -5.14], [2.49, 3.92, -4.68], [4.38, 2.18, -4.17], [3.90, 3.20, -3.00], [4.06, 1.48, -2.45], [0.44, 3.09, -2.80], [1.39, 1.99, -1.63], [1.91, 3.63, -2.08], [4.32, 0.02, -4.71], [3.77, -1.35, -5.65], [3.54, -1.45, -3.97], [2.52, -0.01, -2.46], [4.80, -0.27, 1.27], [3.44, -0.53, 1.95], [3.55, -1.83, 2.84], [3.93, -1.66, 4.33], [3.25, -0.49, 4.97], [3.41, 0.77, 4.15], [3.02, 0.62, 2.74], [2.92, 1.76, 2.07], [2.43, 1.84, 4.83], [4.74, 1.28, 4.42], [2.25, -0.73, 1.01], [4.82, 0.64, 0.68], [5.08, -1.08, 0.60], [5.61, -0.13, 1.99], [2.63, -2.40, 2.69], [4.28, -2.51, 2.39], [5.00, -1.45, 4.39], [3.67, -2.60, 4.81], [3.69, -0.45, 5.97], [2.27, -0.85, 5.29], [2.36, 2.85, 4.43], [1.40, 1.50, 4.74], [2.49, 1.85, 5.92], [5.42, 0.65, 3.84], [4.76, 2.30, 4.02], [5.17, 1.37, 5.41], [1.37, -0.95, 1.62], [2.59, -1.64, 0.51], [1.98, 0.13, 0.39], [1.96, 1.75, 2.07]],
  "mulliken_charge": [1.415, -0.279, 0.400, 0.317, 0.114, 0.389, 1.446, -0.269, -0.612, -0.712, -0.808, 1.558, -0.473, -0.778, -0.665, -0.630, 1.776, -0.739, -0.747, -0.623, -0.578, 1.749, -0.609, -0.707, -0.532, -0.688, 1.687, -0.625, -0.724, -0.712, -0.606, -1.806, 1.991, -1.036, -0.581, -1.742, 2.122, 0.261, -0.432, -1.748, -2.157, -0.923, -0.070, 0.477, 0.275, -0.287, 0.510, 0.406, 0.377, 0.411, 0.509, 0.416, 0.447, 0.335, 0.459, 0.352, 0.413, -0.243, 0.478, 0.102, 0.517, -1.834, 1.422, -1.115, -0.767, -1.123, 0.870, 0.409, 0.488, -1.716, -1.303, -1.789, 0.422, 0.277, 0.444, 0.431, 0.495, 0.428, 0.376, 0.297, 0.453, 0.467, 0.559, 0.162, 0.327, -0.109, 0.570, 0.334, 0.454, 0.354, 0.071, -1.845, 2.060, -1.197, -0.936, -0.783, 1.033, 1.314, -0.618, -1.634, -1.752, -1.825, 0.340, 0.413, 0.351, 0.467, 0.414, 0.384, 0.452, 0.482, 0.009, 0.339, 0.219, 0.411, 0.400, 0.320, 0.312, 0.055, 0.678, -0.219, 0.434]
}



3.
{
  "formula": "C27H61BrClN4O",
  "method": "ωB97M-V with the def2-TZVPD basis set",
  "charge": 1,
  "elements": ["C", "O", "C", "C", "C", "C", "Br", "C", "N", "C", "C", "C", "Cl", "H", "H", "H", "H", "H", "H", "H", "H", "H", "H", "H", "H", "H", "H", "H", "H", "C", "C", "N", "C", "C", "C", "C", "H", "H", "H", "H", "H", "H", "H", "H", "H", "H", "H", "H", "H", "H", "H", "C", "C", "N", "C", "C", "C", "C", "H", "H", "H", "H", "H", "H", "H", "H", "H", "H", "H", "H", "H", "H", "H", "C", "C", "N", "C", "C", "C", "C", "H", "H", "H", "H", "H", "H", "H", "H", "H", "H", "H", "H", "H", "H", "H"],
  "coordinates": [[0.78, -5.56, 2.32], [-0.16, -5.32, 1.22], [0.34, -4.34, 0.24], [0.38, -4.88, -1.31], [-1.01, -5.15, -2.13], [-0.29, -5.68, -3.54], [0.00, -4.23, -4.93], [1.08, -6.42, -2.94], [1.41, -5.97, -1.68], [2.55, -6.40, -0.78], [3.45, -7.66, -1.42], [2.58, -9.06, -1.21], [4.93, -7.83, -0.26], [1.91, -5.29, 2.07], [0.49, -5.07, 3.34], [0.78, -6.74, 2.51], [1.38, -3.88, 0.49], [-0.44, -3.44, 0.26], [0.83, -3.93, -1.88], [-1.76, -4.27, -2.33], [-1.68, -6.03, -1.75], [-0.86, -6.62, -3.99], [1.67, -7.23, -3.55], [3.26, -5.50, -0.47], [2.05, -6.86, 0.20], [3.77, -7.47, -2.53], [1.80, -8.97, -0.32], [2.03, -9.32, -2.21], [3.33, -9.94, -0.99], [-2.00, 1.76, 0.55], [-0.88, 2.09, -0.44], [0.21, 1.10, -0.45], [1.39, 1.56, -1.19], [1.24, 1.79, -2.69], [-0.18, -0.29, -0.71], [-0.92, -0.60, -2.00], [-1.61, 1.63, 1.56], [-2.72, 2.58, 0.57], [-2.54, 0.85, 0.26], [-0.47, 3.06, -0.14], [-1.32, 2.22, -1.43], [2.21, 0.85, -1.03], [1.73, 2.49, -0.74], [1.20, 0.85, -3.25], [2.11, 2.35, -3.06], [0.35, 2.38, -2.94], [-0.81, -0.62, 0.13], [0.70, -0.93, -0.64], [-1.70, 0.13, -2.23], [-1.40, -1.58, -1.93], [-0.24, -0.65, -2.85], [-3.60, 4.80, -3.96], [-3.62, 4.93, -2.44], [-3.05, 6.19, -1.95], [-2.82, 6.20, -0.50], [-4.03, 6.09, 0.41], [-3.65, 7.42, -2.48], [-5.15, 7.63, -2.28], [-2.59, 4.93, -4.36], [-3.95, 3.80, -4.24], [-4.27, 5.52, -4.44], [-3.02, 4.10, -2.04], [-4.64, 4.78, -2.08], [-2.25, 7.09, -0.23], [-2.14, 5.36, -0.26], [-4.59, 7.03, 0.46], [-3.71, 5.87, 1.44], [-4.71, 5.29, 0.11], [-3.45, 7.46, -3.56], [-3.11, 8.29, -2.08], [-5.73, 6.73, -2.48], [-5.50, 8.40, -2.96], [-5.37, 7.97, -1.27], [1.60, -0.28, 2.24], [1.78, -0.14, 3.75], [3.11, 0.34, 4.15], [3.36, 0.21, 5.59], [2.50, 1.05, 6.54], [3.55, 1.60, 3.56], [2.69, 2.83, 3.77], [2.37, -0.93, 1.81], [0.62, -0.72, 2.03], [1.63, 0.69, 1.74], [1.62, -1.13, 4.19], [0.99, 0.52, 4.14], [4.42, 0.42, 5.79], [3.23, -0.84, 5.86], [2.80, 2.10, 6.53], [2.63, 0.68, 7.56], [1.44, 0.98, 6.30], [3.66, 1.45, 2.47], [4.58, 1.82, 3.89], [1.62, 2.63, 3.65], [2.96, 3.61, 3.05], [2.84, 3.26, 4.77]],
  "mulliken_charge": [-0.623, -0.380, -0.105, -0.296, -0.300, -0.534, -0.024, 0.048, 0.495, -0.535, -0.067, -0.861, -0.158, 0.256, 0.266, 0.235, 0.251, 0.087, 0.141, 0.266, 0.335, 0.448, 0.297, 0.327, 0.163, 0.380, 0.251, 0.249, 0.391, -1.238, -0.492, 0.937, -0.674, -1.210, -0.941, -1.120, 0.250, 0.358, 0.272, 0.326, 0.222, 0.326, 0.500, 0.251, 0.430, 0.227, 0.406, 0.422, 0.293, 0.169, 0.277, -1.551, 0.296, 0.103, -0.139, -1.093, -0.660, -0.938, 0.340, 0.436, 0.360, -0.129, 0.229, 0.368, -0.149, 0.311, 0.424, 0.245, 0.370, 0.331, 0.241, 0.373, 0.267, -0.820, -0.505, 0.078, -0.689, -0.946, -0.670, -0.989, 0.243, 0.325, 0.026, 0.435, 0.229, 0.362, 0.395, 0.219, 0.396, 0.262, 0.354, 0.358, 0.220, 0.374, 0.313]
}



4.
{
  "formula": "C27H61Cl4N7O9",
  "method": "ωB97M-V with the def2-TZVPD basis set",
  "charge": -2,
  "elements": ["O", "C", "C", "O", "H", "H", "H", "H", "C", "C", "O", "N", "C", "H", "H", "H", "H", "H", "H", "H", "C", "C", "O", "N", "C", "H", "H", "H", "H", "H", "H", "H", "C", "C", "O", "N", "C", "H", "H", "H", "H", "H", "H", "H", "C", "C", "O", "N", "C", "H", "H", "H", "H", "H", "H", "H", "C", "C", "O", "N", "C", "H", "H", "H", "H", "H", "H", "H", "C", "C", "O", "N", "C", "H", "H", "H", "H", "H", "H", "H", "C", "C", "O", "N", "C", "H", "H", "H", "H", "H", "H", "H", "Cl", "C", "C", "Cl", "H", "H", "H", "H", "Cl", "C", "C", "Cl", "H", "H", "H", "H"],
  "coordinates": [[-0.77, 0.05, 1.56], [-1.12, 0.34, 0.28], [-0.08, 0.38, -0.92], [1.24, 0.78, -0.74], [-1.58, 1.36, 0.19], [-1.94, -0.34, -0.06], [-0.54, 0.96, -1.75], [-0.03, -0.69, -1.27], [3.47, -3.97, 4.38], [2.90, -3.25, 3.14], [3.22, -2.10, 2.91], [1.98, -3.89, 2.41], [1.38, -3.34, 1.21], [2.64, -4.42, 4.94], [3.92, -3.30, 5.10], [4.17, -4.70, 3.98], [1.75, -4.85, 2.61], [1.39, -2.25, 1.27], [0.41, -3.77, 0.96], [1.99, -3.60, 0.33], [-2.66, 0.63, -2.93], [-3.19, -0.01, -4.22], [-2.55, -0.85, -4.82], [-4.39, 0.45, -4.65], [-4.98, 0.01, -5.88], [-2.58, 1.71, -3.06], [-1.69, 0.19, -2.73], [-3.42, 0.39, -2.18], [-4.88, 1.11, -4.06], [-5.76, 0.64, -6.30], [-5.43, -0.98, -5.71], [-4.23, -0.06, -6.66], [0.55, 0.40, -3.83], [1.96, 0.60, -4.36], [2.25, 0.45, -5.54], [2.79, 0.96, -3.37], [4.23, 1.08, -3.52], [0.27, 1.34, -3.37], [0.55, -0.39, -3.09], [-0.16, 0.14, -4.61], [2.39, 0.99, -2.43], [4.70, 0.54, -2.69], [4.53, 2.13, -3.52], [4.54, 0.58, -4.44], [3.13, 6.19, 1.26], [2.54, 4.79, 1.53], [3.10, 3.82, 1.08], [1.46, 4.80, 2.32], [0.75, 3.61, 2.76], [2.41, 6.95, 1.58], [3.46, 6.29, 0.23], [4.01, 6.32, 1.89], [1.24, 5.62, 2.86], [0.63, 3.58, 3.85], [1.25, 2.70, 2.42], [-0.26, 3.56, 2.34], [4.95, -2.98, -0.72], [4.06, -1.75, -0.49], [4.32, -1.02, 0.45], [3.02, -1.55, -1.34], [2.78, -2.24, -2.59], [4.83, -3.35, -1.74], [4.79, -3.77, 0.01], [5.99, -2.68, -0.56], [2.38, -0.76, -1.16], [2.81, -3.33, -2.47], [3.48, -1.94, -3.38], [1.79, -2.00, -2.97], [-1.35, 2.24, 6.29], [-0.99, 1.88, 4.85], [-0.01, 2.34, 4.28], [-1.78, 0.99, 4.22], [-2.81, 0.16, 4.79], [-1.11, 1.42, 6.97], [-2.41, 2.48, 6.40], [-0.85, 3.13, 6.66], [-1.47, 0.68, 3.28], [-3.85, 0.44, 4.60], [-2.74, 0.04, 5.88], [-2.72, -0.83, 4.34], [-1.81, -3.30, 2.68], [-3.19, -2.87, 2.29], [-4.14, -3.65, 2.44], [-3.27, -1.63, 1.80], [-4.53, -1.04, 1.29], [-1.09, -2.49, 2.87], [-1.41, -4.04, 1.99], [-1.79, -3.79, 3.66], [-2.44, -1.07, 1.65], [-4.21, -0.74, 0.29], [-4.74, -0.18, 1.93], [-5.34, -1.75, 1.26], [0.28, 4.15, -3.44], [1.04, 3.96, -1.81], [0.02, 3.71, -0.72], [-0.76, 5.23, -0.13], [1.58, 4.88, -1.57], [1.67, 3.08, -1.92], [0.49, 3.23, 0.14], [-0.71, 2.97, -1.04], [-4.50, -2.26, -2.41], [-2.71, -2.40, -2.63], [-2.03, -2.94, -1.40], [-2.27, -4.70, -1.13], [-2.40, -1.38, -2.83], [-2.62, -3.06, -3.49], [-2.20, -2.39, -0.48], [-0.97, -2.75, -1.53]],
  "mulliken_charge": [-1.067, 0.599, 3.095, -1.728, -0.374, -1.094, -1.288, -0.961, -1.299, 0.646, -0.521, -0.040, -0.640, 0.343, 0.303, 0.307, 0.256, 0.280, 0.067, 0.270, -0.454, 0.749, -0.602, -0.146, -0.890, 0.581, -0.497, 0.233, 0.224, 0.351, 0.268, 0.257, 1.392, 0.114, -0.782, 0.322, -1.099, -0.223, -0.949, 0.359, 0.095, 0.273, 0.299, 0.391, -1.296, 0.775, -0.606, 0.035, -1.019, 0.318, 0.323, 0.339, 0.215, 0.489, 0.368, 0.099, -1.440, 0.592, -0.565, 1.351, -1.309, 0.356, 0.207, 0.413, -0.452, 0.487, 0.331, 0.116, -1.562, 0.805, -0.470, 0.223, -0.806, 0.337, 0.394, 0.343, 0.253, 0.220, 0.375, 0.105, -0.984, 0.932, -0.790, 0.471, -0.789, 0.193, 0.230, 0.425, -0.164, 0.064, 0.275, 0.325, -0.285, 0.281, 0.698, -0.267, 0.391, -0.195, -0.322, -0.356, -0.244, 1.602, 1.307, -0.262, -1.884, 0.566, -0.637, -0.340]
}



Looking at E_LUMO for the records above, in order, we have 0.0735 0.7011 -4.9745 4.0371 eV.